This record from the Open Molecules 2025 dataset describes a molecular structure, C42H32N5O7P3S3Zr. The level of theory is ωB97M-V/def2-TZVPD.

```
93
Properties=species:S:1:pos:R:3
Zr -0.888 0.251 0.238
S 1.925 3.470 2.905
S -3.087 -0.960 -0.021
S -0.174 -2.241 -0.316
P -1.488 3.849 -0.538
P -3.438 2.374 1.099
P 1.855 0.003 -0.371
O -4.568 2.532 2.190
O -2.459 1.338 1.544
O -3.777 4.915 0.550
O -4.267 2.059 -0.206
O -1.167 2.368 -0.567
O -0.381 4.826 -0.481
O -2.482 4.140 -1.784
N -5.539 -4.351 -4.514
N 0.425 1.763 1.765
N 0.250 -0.673 4.504
N -0.480 -0.728 2.410
N -1.768 -5.904 -4.992
C -0.650 -2.906 5.277
C 4.388 3.858 -0.079
C 1.497 2.072 3.786
C -4.655 -4.035 -3.851
C -3.570 -3.615 -3.009
C 3.037 -0.500 -2.843
C -2.707 4.022 0.851
C -3.797 -2.662 -2.026
C 0.622 -0.128 -2.812
C 0.718 1.270 3.016
C -2.766 -2.211 -1.212
C 3.178 -2.496 -0.200
C -0.879 -1.906 3.049
C 2.539 2.599 -0.952
C -1.639 -2.989 2.604
C -2.004 -5.116 -4.190
C -1.475 -2.749 -1.360
C -1.388 -3.975 4.815
C 3.011 -0.636 -4.243
C -0.602 -0.080 -4.929
C 3.247 3.785 -0.870
C -2.046 4.499 2.136
C 1.873 -0.277 -2.154
C -0.415 -1.881 4.368
C -0.572 0.154 -2.068
C -1.253 -3.707 -2.346
C 2.957 1.468 -0.244
C 0.999 2.918 1.581
C 3.607 -2.253 2.534
C 1.826 -0.514 -4.911
C 4.816 2.739 0.618
C -1.707 0.329 -2.828
C -2.280 -4.140 -3.172
C -1.879 -4.009 3.500
C 2.782 -1.334 0.454
C 0.164 -0.034 3.318
C 0.616 -0.247 -4.227
C -1.737 0.212 -4.238
C 4.103 1.548 0.538
C 2.995 -1.228 1.829
C 3.791 -3.521 0.505
C 4.007 -3.404 1.870
H 3.929 -0.826 -4.784
H -2.084 4.766 -2.404
H -3.749 1.742 -0.966
H 4.086 -4.423 -0.013
H -2.023 -3.014 1.598
H -1.508 5.425 1.937
H 0.664 -0.309 5.343
H 5.714 2.786 1.221
H -1.601 -4.800 5.482
H 2.976 -2.612 -1.256
H -5.247 3.177 1.944
H -0.281 -2.864 6.293
H 4.478 -4.210 2.417
H 1.862 1.897 4.784
H -0.258 -4.110 -2.480
H 2.903 4.655 -1.414
H -2.815 4.678 2.888
H -1.351 3.754 2.520
H -2.676 0.342 -4.762
H -4.791 -2.251 -1.907
H 4.457 0.676 1.073
H 0.906 3.517 0.684
H 3.766 -2.155 3.601
H 2.685 -0.331 2.351
H 1.641 2.547 -1.560
H 1.795 -0.608 -5.991
H 4.945 4.785 -0.013
H 3.981 -0.562 -2.314
H -3.915 4.897 -0.407
H -2.659 0.528 -2.344
H -0.610 -0.185 -6.007
H -2.464 -4.861 3.181
```

* F_max: 0.7 eV/A
* net charge: 0
* LUMO energy: -0.62 eV
* energy above the lowest of the compared OMol25 structures with the same formula, charge and spin: 0.00 kcal/mol